one:
A structure of composition CH8N5, computed with ωB97M-V/def2-TZVPD.

Results
- Kohn-Sham gap (eV) = 11.3
- HOMO (eV) = -14.33

ORCA input file:
```
! RIJCOSX wB97M-V def2-TZVPD def2/J DEFGRID3
* xyz 1 1
C 0.62637 -0.05607 -0.75054
N -0.41007 -0.58902 -0.11192
N 0.93532 1.21835 -0.37503
N 1.29437 -0.59495 -1.81101
N -1.08656 -0.43278 2.09247
N -0.98626 0.22037 0.94666
H -0.64729 -1.62693 -0.14262
H 0.42115 1.33044 0.45706
H 1.64366 1.92786 -0.78411
H 1.87367 0.14119 -2.36665
H 1.10224 -1.36631 -2.50594
H -1.88500 -0.98371 2.21856
H -0.82879 0.16603 2.83676
H -2.05280 0.64553 0.29630
*
```

two:
A structure of composition CH8N5, computed with ωB97M-V/def2-TZVPD.

Results
- Kohn-Sham gap (eV) = 9.8
- HOMO (eV) = -13.79

ORCA input file:
```
! RIJCOSX wB97M-V def2-TZVPD def2/J DEFGRID3
* xyz 1 1
C -0.26385 0.59864 -1.20358
N -1.95045 1.28381 0.30903
N -0.86631 1.54979 -0.58031
N 0.92888 -0.36061 -0.12485
N 0.63602 -1.36129 0.61077
N 1.53053 -2.08427 1.15670
H 0.49081 1.01124 -1.73785
H -0.89825 -0.27331 -1.38258
H -1.84456 0.28696 0.51153
H 1.75887 0.05631 -0.29644
H -2.94035 1.53015 -0.14920
H 1.24859 -2.80002 1.83924
H -0.33640 2.34489 -0.21774
H 2.50650 -1.78230 1.26528
*
```

Consider the structures shown above. The least stable of them is two.